No. 1
Below is a single C3H3F3O molecule in a non-equilibrium geometry, with properties calculated with the ωB97M-V functional and the def2-TZVPD basis.

Properties
SMILES string: O=CCC(F)(F)F
Max |F| (eV Å⁻¹): 4.84
LUMO level (eV): 0.8866
Calculated total energy (Eh): -490.9307
HOMO (eV): -10.43
2S+1: 1
Kohn-Sham gap (Eh): 0.4158

Last column: Löwdin charge in e.
Element x y z (Å)
O -1.3073 -1.6635 0.0929  0.117
C -0.5899 -0.8799 -0.3693  -0.307
C 0.2933 0.1123 0.3597  -0.015
C 1.7787 -0.2681 0.0411  -0.719
F 1.9095 -0.2527 -1.2539  0.158
F 2.6509 0.6658 0.4939  0.116
F 2.2747 -1.3544 0.4887  0.214
H -0.2934 -0.8364 -1.5306  0.161
H 0.1848 1.0072 -0.1520  0.094
H 0.0547 0.2384 1.5071  0.180

=====

No. 2
Below is 2 unconnected molecules or ions with the total composition H2 in a non-equilibrium geometry, with properties calculated with the ωB97M-V functional and the def2-TZVPD basis.

Properties
Max |F| (eV Å⁻¹): 2.38
LUMO level (eV): -2.9430
Calculated total energy (Eh): -0.9457
HOMO (eV): -9.95
2S+1: 1
Kohn-Sham gap (Eh): 0.2577

Last column: Löwdin charge in e.
Element x y z (Å)
H -0.9092 0.6997 0.1369  0.000
H 0.9092 -0.6997 -0.1369  0.000

=====

No. 3
Below is a single H3NO2S molecule in a non-equilibrium geometry, with properties calculated with the ωB97M-V functional and the def2-TZVPD basis.

Properties
Max |F| (eV Å⁻¹): 11.85
LUMO level (spin up / spin down) (eV): -0.2166 / -0.2168
Calculated total energy (Eh): -604.9871
HOMO (spin up / spin down) (eV): -9.21 / -9.21
2S+1: 1
Kohn-Sham gap (spin up / spin down) (Eh): 0.3304 / 0.3304

Last column: Löwdin charge in e.
Element x y z (Å)
N -0.2883 0.6773 -0.3273  -0.399
O -1.0405 1.6514 -0.3454  -0.156
O 0.5005 -2.1136 -0.0132  -0.606
S -0.2832 -0.9906 0.6887  0.953
H 0.4549 0.9257 0.0228  -0.043
H -0.0704 0.3134 -1.5294  0.252
H 0.7270 -0.4636 1.5038  -0.002

=====

No. 4
Below is a molecular structure, C18H35Cl2InN2O2P2 in a non-equilibrium geometry, with properties calculated with the ωB97M-V functional and the def2-TZVPD basis.

Properties
Charge: +2
Max |F| (eV Å⁻¹): 6.02
LUMO level (eV): -9.7651
Calculated total energy (Eh): -2759.4916
HOMO (eV): -13.11
2S+1: 1
Kohn-Sham gap (Eh): 0.1231

Last column: Löwdin charge in e.
Element x y z (Å)
C -1.8736 5.2769 -3.8125  0.084
C -2.1188 4.2428 -2.8555  0.016
H -2.7610 5.8728 -4.1045  0.170
H -1.4302 4.8207 -4.7099  0.145
H -1.0944 5.9542 -3.4341  0.149
O -2.5511 3.5372 -2.0345  0.332
Cl 2.6621 4.0318 -3.7405  0.036
In 0.9981 2.8625 -2.5789  0.135
P -0.3668 0.4386 -3.1270  0.784
C -1.7312 -0.5483 -2.3868  -0.221
C -1.0889 0.8025 -4.7656  -0.287
H -1.1170 -0.1112 -5.3750  0.065
H 0.5692 -1.3906 -4.4880  0.069
H -0.4683 1.5527 -5.2737  0.039
H 1.8279 -0.4311 -3.6226  -0.015
H -2.4950 0.1285 -1.9861  0.046
H -2.1066 1.2043 -4.6655  0.048
C 0.8338 -0.8938 -3.5439  -0.242
H -2.2055 -1.1962 -3.1405  0.082
H 0.8866 -1.6353 -2.7342  0.063
H -1.3806 -1.1872 -1.5648  0.033
P 0.6823 3.1192 0.1387  0.776
C -0.6077 2.4119 1.2322  -0.224
C 2.2252 2.8451 1.1022  -0.223
H 0.7398 5.4436 -0.5205  0.031
H 1.0201 5.2689 1.2294  0.061
H -0.6365 5.1417 0.5650  0.053
C 0.4199 4.9115 0.3823  -0.268
H 3.0646 2.7913 0.4001  0.036
H 2.3898 3.6708 1.8064  0.064
H -0.4795 2.7481 2.2730  0.085
H -0.5804 1.3176 1.2214  0.011
H 2.1907 1.8983 1.6539  0.056
H -1.5947 2.7332 0.8810  0.044
Cl 3.0089 1.2484 -2.1526  0.055
C -2.7559 -4.3311 3.4711  -0.076
C -1.3579 -4.7876 3.1381  -0.200
N -0.4502 -3.6922 2.7372  -0.063
C 0.1360 -2.8913 3.8426  -0.197
C 1.4958 -3.4019 4.2895  -0.075
C -0.6173 -3.1535 1.4873  -0.422
O -1.5322 -3.4748 0.7258  0.065
C 0.4684 -2.2204 1.0538  -0.119
C 1.8028 -2.6394 1.0774  0.007
C 2.7764 -1.7831 0.5847  -0.009
C 2.3496 -0.5397 0.1190  -0.218
N 1.0809 -0.1342 0.0800  0.033
C 0.1378 -0.9623 0.5332  -0.117
H -2.7482 -3.5838 4.2775  0.074
H -3.3474 -5.1952 3.7965  0.087
H -3.2273 -3.9008 2.5766  0.075
H -0.8843 -5.2623 3.9984  0.122
H -1.3850 -5.4905 2.3028  0.127
H 0.2135 -1.8444 3.5166  0.117
H -0.5763 -2.9335 4.6803  0.119
H 2.3009 -2.8860 3.7516  0.062
H 1.6248 -3.2040 5.3599  0.082
H 1.5907 -4.4826 4.1141  0.088
H 2.0517 -3.6193 1.4851  0.133
H 3.8372 -2.0217 0.5397  0.123
H 3.0791 0.1587 -0.3141  -0.020
H -0.8947 -0.6047 0.5068  0.111

=====

No. 5
Below is 4 unconnected molecules or ions with the total composition C16H23BrN3O9 in a non-equilibrium geometry, with properties calculated with the ωB97M-V functional and the def2-TZVPD basis.

Properties
Charge: +1
Max |F| (eV Å⁻¹): 6.62
LUMO level (eV): -6.1300
Calculated total energy (Eh): -4038.4273
HOMO (eV): -11.84
2S+1: 1
Kohn-Sham gap (Eh): 0.2100

Last column: Löwdin charge in e.
Element x y z (Å)
N 3.6605 4.1543 1.1454  0.122
N 2.2472 4.1257 1.1421  -0.220
C 1.4609 5.3711 1.3676  0.058
C -0.1563 5.6016 1.4114  0.078
C -0.9597 4.1433 1.2059  0.036
C 0.1360 2.9501 1.0256  -0.500
Br -0.7012 1.0953 0.8306  0.723
N 1.6066 2.9386 0.9749  0.081
H 3.9121 3.2686 1.6784  0.146
H 3.8778 4.9453 1.8194  0.135
H 2.1119 6.3577 1.5418  0.151
H -0.7173 6.6263 1.5771  0.136
H -2.1252 4.0506 1.2331  0.130
C -1.7298 -1.6433 5.2788  -0.017
C -2.5712 -1.3649 4.0494  -0.353
C -3.6696 -2.3621 3.8341  -0.106
O -3.8605 -2.3069 2.4310  0.076
C -2.6593 -1.9311 1.8944  -0.506
O -2.3920 -1.9703 0.7067  0.099
O -1.7989 -1.5075 2.8686  0.048
H -0.8429 -1.0012 5.2881  0.088
H -2.3016 -1.4701 6.1951  0.096
H -1.3669 -2.6767 5.2837  0.095
H -2.9560 -0.3380 4.0790  0.160
H -4.5895 -2.0937 4.3605  0.149
H -3.3895 -3.3867 4.1030  0.147
C -1.8718 -3.2128 -2.2122  -0.022
C -2.9140 -4.1643 -2.7649  -0.349
C -3.1843 -5.3416 -1.8774  -0.117
O -3.6219 -6.3245 -2.7997  0.063
C -3.0289 -6.0207 -3.9948  -0.505
O -3.0173 -6.7562 -4.9656  0.140
O -2.4500 -4.7830 -3.9536  0.085
H -1.5836 -2.4787 -2.9718  0.089
H -2.2492 -2.6826 -1.3330  0.052
H -0.9578 -3.7472 -1.9320  0.093
H -3.8346 -3.6183 -3.0059  0.163
H -3.9587 -5.1374 -1.1331  0.143
H -2.2907 -5.7208 -1.3689  0.141
C 4.0237 0.9762 -1.3913  -0.022
C 4.6408 2.0163 -2.3047  -0.353
C 3.8417 3.2808 -2.4023  -0.136
O 4.2018 3.7707 -3.6824  0.065
C 4.5372 2.6764 -4.4321  -0.498
O 4.7090 2.6927 -5.6378  0.153
O 4.6523 1.5625 -3.6482  0.093
H 4.5438 0.0184 -1.4968  0.095
H 4.0725 1.2918 -0.3451  0.067
H 2.9759 0.7927 -1.6522  0.090
H 5.6779 2.2141 -2.0064  0.164
H 4.1022 4.0033 -1.6242  0.118
H 2.7584 3.1161 -2.3894  0.135

=====

No. 6
Below is 17 unconnected molecules or ions with the total composition H33O17 in a non-equilibrium geometry, with properties calculated with the ωB97M-V functional and the def2-TZVPD basis.

Properties
Charge: -1
Max |F| (eV Å⁻¹): 3.32
LUMO level (eV): 2.0567
Calculated total energy (Eh): -1298.8918
HOMO (eV): -6.15
2S+1: 1
Kohn-Sham gap (Eh): 0.3016

Last column: Löwdin charge in e.
Element x y z (Å)
O 5.8572 -0.8762 -0.3556  -0.060
H 5.0364 -1.3692 -0.4637  -0.004
H 5.5386 0.0161 -0.2634  0.002
O 3.5353 1.0463 -0.6280  -0.043
H 2.8516 1.6534 -0.2903  0.077
H 3.0024 0.6221 -1.3003  0.039
O -4.5282 0.6366 -3.2632  -0.130
H -4.9510 0.9430 -2.4619  0.007
H -3.5283 0.7028 -3.0569  0.003
O 0.2597 -4.9230 -0.5157  -0.071
H 0.4598 -5.7556 0.0287  0.085
H 0.8290 -5.2482 -1.2181  0.032
O -1.0935 -0.3219 -0.8195  -0.122
H -3.9080 -1.1577 -1.5199  0.078
O -0.4068 -2.2601 0.9865  -0.038
H -4.1135 3.1504 1.3197  0.024
H -0.1321 -3.1010 0.6393  -0.008
O 3.4123 -1.3909 0.6596  -0.103
H -0.4325 3.4519 5.0617  0.043
H 4.0651 -0.8952 1.1598  0.044
O 1.0915 2.5932 -3.3256  -0.096
H 0.5620 3.3580 -3.0408  0.014
H -0.8232 -0.8723 -1.5963  0.076
O 0.3000 4.0279 4.7792  -0.062
H 2.8607 -0.5906 0.3478  0.064
H 0.4282 3.8416 3.8558  0.018
O -1.1422 3.4686 -1.5595  -0.109
H -1.0551 2.5431 -1.9158  -0.019
H -2.0828 3.2880 -1.6502  0.025
O 2.2528 -1.8641 -1.7319  -0.037
H 3.1521 -1.8238 -1.4343  -0.004
H 1.1536 -1.8926 4.6591  0.003
O -4.4838 -2.0305 -1.4173  -0.128
H -4.5351 -2.3826 -2.3171  0.020
H -1.4281 0.4693 -1.2760  -0.020
O 2.1041 -1.9234 4.7426  -0.061
H 2.2177 -2.0210 5.6879  0.028
H -0.8553 -1.8422 0.2645  -0.018
O 0.2664 -0.5928 3.3064  -0.055
H 0.4516 0.3186 3.1020  0.034
H 0.8052 -1.2282 2.8289  0.021
O -4.1089 2.4848 0.6212  -0.085
H -3.3626 1.9691 0.9695  -0.025
H 0.4328 1.8695 -3.2534  0.006
O -1.7039 0.9938 -2.9281  -0.419
H 1.8305 -1.7512 -0.8790  0.006
H -1.7251 1.5367 -3.7169  -0.052
O -1.7465 1.3129 1.2290  -0.088
H -1.4367 0.4578 1.5674  0.034
H -1.1734 1.3589 0.3821  0.074

=====

No. 7
Below is a molecular structure, C21H21AgBrN4OS in a non-equilibrium geometry, with properties calculated with the ωB97M-V functional and the def2-TZVPD basis.

Properties
Charge: -1
Max |F| (eV Å⁻¹): 3.54
LUMO level (spin up / spin down) (eV): 2.0784 / 2.0784
Calculated total energy (Eh): -4226.2063
HOMO (spin up / spin down) (eV): -3.24 / -3.24
2S+1: 1
Kohn-Sham gap (spin up / spin down) (Eh): 0.1954 / 0.1953

Last column: Löwdin charge in e.
Element x y z (Å)
Ag 0.4206 0.7808 -0.3913  0.477
C -4.0253 0.6661 2.0669  -0.154
C -3.1715 1.7267 2.2570  -0.131
C -1.7980 1.5539 2.5658  -0.045
C -1.1941 0.2625 2.3982  -0.323
C -2.1537 -0.7924 2.2224  -0.099
C -3.4875 -0.6604 2.1382  -0.149
N 0.1198 -0.0125 2.1763  0.062
C 1.1050 0.7453 2.7000  -0.337
C 0.9807 1.5135 3.8729  -0.062
C 2.0694 2.1042 4.4300  -0.099
C 3.3560 1.9781 3.8942  -0.116
C 3.5200 1.2042 2.7843  -0.075
C 2.4561 0.5571 2.2136  -0.376
N 2.5939 -0.4395 1.3456  0.060
N 3.6861 -0.6001 0.7091  0.029
C 3.5406 -0.7028 -0.6347  -0.393
C 4.7613 -0.6918 -1.4057  -0.034
C 4.7244 -0.8709 -2.7757  -0.100
C 3.4232 -0.9807 -3.3710  -0.115
C 2.3502 -0.7951 -2.5278  -0.188
N 2.3734 -0.8702 -1.1772  0.071
H -5.1062 0.8730 2.0245  0.083
H -3.5750 2.7133 2.0957  0.086
H -1.1196 2.4273 2.6271  0.092
H -1.7098 -1.8300 2.1097  0.118
H -4.1575 -1.5369 2.0654  0.096
H -0.0235 1.6357 4.2496  0.093
H 1.9603 2.7315 5.3103  0.098
H 4.1420 2.5867 4.3402  0.092
H 4.5391 0.9475 2.5241  0.105
H 5.6336 -0.4802 -0.8308  0.083
H 5.7092 -0.8359 -3.3177  0.105
H 3.2797 -0.9959 -4.4852  0.095
H 1.3382 -0.6532 -2.9314  0.077
O -0.8981 -0.1909 -1.8565  -0.645
S -1.8702 -1.3110 -1.5308  0.952
C -1.8405 -2.3115 -3.0660  -0.317
C -2.5119 -1.3971 -4.0693  -0.246
C -3.5426 -0.4363 -3.4243  -0.237
C -3.6033 -0.6644 -1.9334  -0.277
H -2.4417 -3.1742 -2.7565  0.086
H -0.7795 -2.5552 -3.2439  0.100
H -3.0438 -2.0287 -4.8347  0.116
H -1.7256 -0.8964 -4.6308  0.105
H -4.5373 -0.6286 -3.7892  0.100
H -3.2551 0.5597 -3.6624  0.101
H -4.1808 -1.4627 -1.4804  0.079
H -3.7867 0.3330 -1.4820  0.109
Br 1.4562 2.9054 0.4878  -0.150

=====

No. 8
Below is 2 unconnected molecules or ions with the total composition C25H46Cl2N4O7P, with properties calculated with the ωB97M-V functional and the def2-TZVPD basis.

Properties
Charge: -1
Max |F| (eV Å⁻¹): 0.96
LUMO level (eV): 2.3089
Calculated total energy (Eh): -2987.6856
HOMO (eV): -5.52
2S+1: 1
Kohn-Sham gap (Eh): 0.2876

Last column: Löwdin charge in e.
Element x y z (Å)
C -1.2994 -1.9476 1.2815  -0.090
C 0.0046 -1.7319 0.4894  -0.232
C 0.2266 -0.2586 0.1622  -0.127
C 1.6200 0.0873 -0.4131  -0.347
C 1.7474 -0.4950 -1.8463  -0.169
C 0.8757 0.1594 -2.9294  -0.183
C 0.5193 -0.8406 -4.0414  -0.193
C -0.8315 -1.5141 -3.7979  -0.213
C -2.0297 -0.5716 -3.8278  -0.210
C -3.3085 -1.2546 -3.3366  -0.188
C -3.3448 -1.3188 -1.8018  -0.170
C -4.1594 -0.1865 -1.2037  -0.153
O -4.2826 -0.3331 0.2236  -0.006
C -5.1607 -1.2244 0.6899  -0.561
C -5.0638 -1.3334 2.1863  0.028
O -5.9277 -1.8484 -0.0070  0.082
C 1.7927 1.6324 -0.5878  -0.070
C 0.4897 2.5370 -0.6705  -0.673
O 0.2390 3.0009 -1.7833  0.007
O -0.0406 2.7212 0.4467  -0.034
N 2.5301 2.2835 0.5598  0.154
C 2.5042 1.4872 1.8239  -0.229
C 2.7679 2.4021 2.9914  -0.627
Cl 4.3685 2.9173 3.3876  0.735
C 1.7178 2.8655 3.6728  -0.694
C 0.2906 2.4392 3.4644  -0.092
Cl 1.9386 4.0151 4.9502  0.665
C 3.3265 0.2276 1.5937  -0.301
C 4.7970 0.5467 1.1903  -0.167
C 5.9824 -0.0511 1.9457  -0.273
N 7.2281 0.4561 1.3143  -0.009
C 3.0660 -0.5123 2.9992  -0.689
O 1.9950 -1.1299 3.0442  -0.002
O 3.9363 -0.2961 3.8538  -0.019
N 2.6543 -0.5248 0.4915  -0.156
P 3.5034 -1.9011 0.0522  0.691
N 4.2754 -2.7213 1.1244  -0.236
H -2.0825 -2.3862 0.6593  0.053
H -1.6930 -0.9984 1.6533  0.070
H -1.1326 -2.6035 2.1359  0.074
H -0.0539 -2.3226 -0.4331  0.092
H 0.8427 -2.1022 1.0785  0.080
H -0.5537 0.0884 -0.5235  0.116
H 0.0714 0.3081 1.0799  0.102
H 1.4767 -1.5493 -1.8092  0.072
H 2.7902 -0.4188 -2.1714  0.107
H 1.3832 1.0203 -3.3621  0.111
H -0.0390 0.5440 -2.4890  0.079
H 1.2843 -1.6226 -4.0831  0.107
H 0.4970 -0.3396 -5.0131  0.108
H -0.8026 -2.0351 -2.8323  0.105
H -0.9981 -2.2872 -4.5570  0.112
H -1.8533 0.2933 -3.1809  0.106
H -2.1640 -0.1716 -4.8378  0.114
H -4.1835 -0.7116 -3.7046  0.109
H -3.3669 -2.2698 -3.7385  0.108
H -2.3240 -1.2343 -1.4173  0.089
H -3.7392 -2.2728 -1.4482  0.116
H -5.1404 -0.0837 -1.6663  0.105
H -3.6363 0.7637 -1.3187  0.139
H -5.2382 -0.3620 2.6476  0.090
H -4.0632 -1.6664 2.4639  0.078
H -5.7994 -2.0535 2.5364  0.084
H 2.3550 1.8480 -1.4952  0.143
H 2.0478 3.1714 0.7209  0.171
H 3.5037 2.4802 0.3264  0.162
H 1.4816 1.1468 1.9568  0.112
H 0.2035 1.3501 3.5087  0.094
H -0.3325 2.8733 4.2413  0.062
H -0.0959 2.7520 2.4900  0.061
H 4.9347 0.2991 0.1318  0.090
H 4.9816 1.6220 1.2339  0.057
H 5.9540 -1.1376 1.8849  0.085
H 5.9309 0.2316 2.9927  0.087
H 7.8000 -0.3231 1.0144  0.051
H 7.7817 0.9484 2.0038  0.050
H 2.5439 -2.6592 -0.6267  0.005
H 4.3491 -1.5489 -1.0257  0.001
H 4.1305 -2.4355 2.0850  -0.027
C -7.7945 1.1212 -0.5412  -0.147
O -6.9427 1.5633 -1.5902  -0.122
H -7.4426 0.1344 -0.2473  0.061
H -7.7522 1.7883 0.3245  0.079
H -8.8336 1.0320 -0.8718  0.075
H -7.2345 2.4325 -1.8775  0.074